C39H89F9N4O15 | ωB97M-V/def2-TZVPD

Last columns: bonded neighbours and bond lengths (Å).
Geometry (Å):
1 C 11.570 -7.763 -5.074  O2 1.516, O3 1.247, C4 1.539, H15 1.124
2 O 12.800 -6.931 -4.772  C1 1.516, C8 1.402
3 O 10.629 -7.007 -5.384  C1 1.247
4 C 11.912 -8.849 -6.110  C1 1.539, F5 1.361, F6 1.372, F7 1.339
5 F 12.104 -8.363 -7.367  C4 1.361
6 F 13.077 -9.535 -5.873  C4 1.372
7 F 10.932 -9.754 -6.220  C4 1.339
8 C 13.857 -7.569 -4.107  O2 1.402, C9 1.528, H13 1.102, H14 1.101
9 C 14.665 -6.478 -3.406  C8 1.528, H10 1.099, H11 1.087, H12 1.089
10 H 15.664 -6.878 -3.179  C9 1.099
11 H 14.764 -5.630 -4.079  C9 1.087
12 H 14.260 -6.196 -2.436  C9 1.089
13 H 14.519 -8.096 -4.814  C8 1.102
14 H 13.566 -8.328 -3.364  C8 1.101
15 H 11.383 -8.336 -4.125  C1 1.124
16 C 12.145 -14.952 1.242  O17 1.491, O18 1.277, C19 1.543, H30 1.124
17 O 12.366 -13.990 0.125  C16 1.491, C23 1.376
18 O 13.213 -15.179 1.904  C16 1.277
19 C 11.001 -14.271 2.022  C16 1.543, F20 1.340, F21 1.361, F22 1.349
20 F 11.173 -12.960 2.240  C19 1.340
21 F 9.808 -14.436 1.389  C19 1.361
22 F 10.863 -14.816 3.247  C19 1.349
23 C 13.085 -14.593 -0.882  O17 1.376, C24 1.515, H28 1.100, H29 1.099
24 C 13.212 -13.629 -2.044  C23 1.515, H25 1.093, H26 1.093, H27 1.101
25 H 12.203 -13.263 -2.251  C24 1.093
26 H 13.854 -12.750 -1.944  C24 1.093
27 H 13.569 -14.135 -2.954  C24 1.101
28 H 12.494 -15.457 -1.220  C23 1.100
29 H 14.078 -14.939 -0.565  C23 1.099
30 H 11.743 -15.857 0.711  C16 1.124
31 C 7.207 -15.826 -8.676  O32 1.450, O33 1.269, C34 1.531, H45 1.135
32 O 7.027 -14.568 -7.978  C31 1.450, C38 1.394
33 O 6.108 -16.237 -9.158  C31 1.269
34 C 8.374 -15.686 -9.658  C31 1.531, F35 1.372, F36 1.374, F37 1.326
35 F 9.550 -15.291 -9.071  C34 1.372
36 F 8.691 -16.911 -10.193  C34 1.374
37 F 8.167 -14.875 -10.686  C34 1.326
38 C 7.660 -14.367 -6.752  O32 1.394, C39 1.520, H43 1.104, H44 1.101
39 C 7.168 -13.080 -6.110  C38 1.520, H40 1.091, H41 1.091, H42 1.090
40 H 6.097 -13.128 -5.902  C39 1.091
41 H 7.744 -12.932 -5.195  C39 1.091
42 H 7.284 -12.210 -6.756  C39 1.090
43 H 8.750 -14.216 -6.830  C38 1.104
44 H 7.438 -15.219 -6.090  C38 1.101
45 H 7.601 -16.540 -7.886  C31 1.135
46 C 12.232 -12.965 -5.462  C47 1.517, H50 1.092, H51 1.096, H52 1.094
47 C 12.663 -14.396 -5.726  C46 1.517, C48 1.525, O49 1.404, H53 1.100
48 C 11.635 -15.112 -6.596  C47 1.525, H54 1.099, H55 1.104, H56 1.086
49 O 13.941 -14.544 -6.287  C47 1.404
50 H 12.114 -12.315 -6.332  C46 1.092
51 H 12.869 -12.470 -4.720  C46 1.096
52 H 11.266 -12.952 -4.949  C46 1.094
53 H 12.692 -14.927 -4.763  C47 1.100
54 H 10.632 -15.090 -6.147  C48 1.099
55 H 11.786 -16.202 -6.511  C48 1.104
56 H 11.491 -14.741 -7.606  C48 1.086
57 C 18.423 -15.397 -7.605  O58 1.416, H68 1.091, H69 1.095, H70 1.094
58 O 17.108 -14.961 -7.897  C57 1.416, C59 1.416
59 C 17.010 -14.338 -9.165  O58 1.416, C60 1.512, H71 1.097, H72 1.092
60 C 15.593 -13.832 -9.315  C59 1.512, N61 1.491, H73 1.082, H74 1.086
61 N 14.572 -14.885 -9.046  C60 1.491, H62 1.016, H63 1.046, C64 1.541
62 H 14.787 -15.833 -9.343  N61 1.016
63 H 14.370 -14.814 -8.022  N61 1.046
64 C 13.260 -14.625 -9.812  N61 1.541, C65 1.508, H75 1.090, H76 1.089
65 C 12.657 -13.281 -9.492  C64 1.508, O66 1.410, H77 1.100, H78 1.096
66 O 13.301 -12.281 -10.247  C65 1.410, C67 1.428
67 C 12.660 -11.008 -10.161  O66 1.428, H79 1.092, H80 1.093, H81 1.091
68 H 19.192 -14.743 -8.021  C57 1.091
69 H 18.638 -16.435 -7.879  C57 1.095
70 H 18.532 -15.340 -6.518  C57 1.094
71 H 17.230 -15.042 -9.977  C59 1.097
72 H 17.641 -13.447 -9.209  C59 1.092
73 H 15.398 -13.325 -10.251  C60 1.082
74 H 15.413 -13.178 -8.467  C60 1.086
75 H 12.621 -15.436 -9.464  C64 1.090
76 H 13.563 -14.748 -10.851  C64 1.089
77 H 12.828 -13.033 -8.433  C65 1.100
78 H 11.571 -13.334 -9.631  C65 1.096
79 H 13.315 -10.273 -10.634  C67 1.092
80 H 12.529 -10.637 -9.141  C67 1.093
81 H 11.754 -11.032 -10.769  C67 1.091
82 C 7.494 -24.579 -8.662  O83 1.418, H93 1.098, H94 1.093, H95 1.085
83 O 8.233 -23.412 -8.337  C82 1.418, C84 1.396
84 C 9.545 -23.708 -7.964  O83 1.396, C85 1.519, H96 1.102, H97 1.095
85 C 10.232 -22.353 -7.980  C84 1.519, N86 1.485, H98 1.088, H99 1.089
86 N 10.358 -21.863 -9.376  C85 1.485, H87 1.019, H88 1.023, C89 1.514
87 H 10.987 -22.474 -9.895  N86 1.019
88 H 9.435 -21.793 -9.812  N86 1.023
89 C 10.914 -20.456 -9.433  N86 1.514, C90 1.515, H100 1.088, H101 1.090
90 C 9.969 -19.472 -8.774  C89 1.515, O91 1.386, H102 1.102, H103 1.096
91 O 10.310 -19.266 -7.447  C90 1.386, C92 1.420
92 C 9.564 -18.165 -6.949  O91 1.420, H104 1.087, H105 1.098, H106 1.092
93 H 7.250 -25.135 -7.747  C82 1.098
94 H 8.035 -25.298 -9.282  C82 1.093
95 H 6.538 -24.323 -9.107  C82 1.085
96 H 10.108 -24.381 -8.630  C84 1.102
97 H 9.629 -24.168 -6.975  C84 1.095
98 H 11.197 -22.329 -7.476  C85 1.088
99 H 9.592 -21.659 -7.438  C85 1.089
100 H 11.095 -20.205 -10.476  C89 1.088
101 H 11.873 -20.450 -8.914  C89 1.090
102 H 8.939 -19.836 -8.918  C90 1.102
103 H 10.033 -18.548 -9.361  C90 1.096
104 H 9.815 -17.911 -5.923  C92 1.087
105 H 8.492 -18.400 -6.902  C92 1.098
106 H 9.595 -17.287 -7.598  C92 1.092
107 C 12.212 -17.789 -3.058  O108 1.436, H118 1.094, H119 1.085, H120 1.088
108 O 12.850 -17.734 -4.344  C107 1.436, C109 1.387
109 C 13.327 -18.948 -4.816  O108 1.387, C110 1.499, H121 1.098, H122 1.102
110 C 13.823 -18.774 -6.219  C109 1.499, N111 1.523, H123 1.095, H124 1.084
111 N 14.594 -17.465 -6.327  C110 1.523, H112 1.015, H113 1.041, C114 1.508
112 H 14.587 -17.147 -7.290  N111 1.015
113 H 13.969 -16.827 -5.790  N111 1.041
114 C 15.984 -17.348 -5.755  N111 1.508, C115 1.511, H125 1.089, H126 1.089
115 C 16.976 -18.099 -6.613  C114 1.511, O116 1.410, H127 1.094, H128 1.102
116 O 16.722 -19.478 -6.470  C115 1.410, C117 1.418
117 C 17.439 -20.240 -7.427  O116 1.418, H129 1.091, H130 1.089, H131 1.096
118 H 11.332 -17.153 -3.188  C107 1.094
119 H 12.799 -17.284 -2.298  C107 1.085
120 H 11.847 -18.776 -2.779  C107 1.088
121 H 12.534 -19.708 -4.814  C109 1.098
122 H 14.150 -19.355 -4.207  C109 1.102
123 H 13.014 -18.638 -6.944  C110 1.095
124 H 14.438 -19.554 -6.653  C110 1.084
125 H 15.833 -17.740 -4.750  C114 1.089
126 H 16.152 -16.273 -5.743  C114 1.089
127 H 18.003 -17.862 -6.320  C115 1.094
128 H 16.813 -17.779 -7.655  C115 1.102
129 H 17.025 -20.125 -8.430  C117 1.091
130 H 17.422 -21.277 -7.094  C117 1.089
131 H 18.507 -20.002 -7.382  C117 1.096
132 C 16.628 -10.328 -8.664  O133 1.404, H143 1.095, H144 1.101, H145 1.092
133 O 16.768 -10.946 -7.411  C132 1.404, C134 1.419
134 C 15.535 -10.932 -6.708  O133 1.419, C135 1.498, H146 1.098, H147 1.095
135 C 15.760 -11.554 -5.364  C134 1.498, N136 1.511, H148 1.091, H149 1.086
136 N 16.068 -13.030 -5.470  C135 1.511, H137 1.063, H138 1.026, C139 1.482
137 H 15.282 -13.545 -5.966  N136 1.063
138 H 16.847 -13.138 -6.128  N136 1.026
139 C 16.319 -13.673 -4.158  N136 1.482, C140 1.495, H150 1.088, H151 1.089
140 C 17.623 -13.213 -3.589  C139 1.495, O141 1.409, H152 1.099, H153 1.095
141 O 18.663 -13.429 -4.514  C140 1.409, C142 1.411
142 C 19.981 -13.475 -4.012  O141 1.411, H154 1.093, H155 1.093, H156 1.090
143 H 17.610 -10.170 -9.122  C132 1.095
144 H 16.309 -9.279 -8.561  C132 1.101
145 H 15.963 -10.757 -9.416  C132 1.092
146 H 14.730 -11.369 -7.312  C134 1.098
147 H 15.158 -9.919 -6.531  C134 1.095
148 H 14.846 -11.546 -4.769  C135 1.091
149 H 16.576 -11.089 -4.820  C135 1.086
150 H 16.344 -14.749 -4.315  C139 1.088
151 H 15.460 -13.425 -3.538  C139 1.089
152 H 17.843 -13.825 -2.704  C140 1.099
153 H 17.634 -12.179 -3.228  C140 1.095
154 H 19.995 -13.494 -2.918  C142 1.093
155 H 20.626 -12.631 -4.274  C142 1.093
156 H 20.407 -14.377 -4.451  C142 1.090

Values from the calculation:
* multiplicity: 1
* HOMO: -5.31 eV
* Kohn-Sham gap: 2.720 eV
* relative energy (zero: lowest compared OMol25 entry of this formula, charge and spin): 0.00 kJ/mol
* lowest unoccupied orbital energy: -0.095 hartree

Mulliken atomic charge list, values in e, 8 entries: -0.276 -0.397 -0.798 0.962 -0.338 -0.253 -0.246 0.571